Entry 1:
Density functional theory data (the ωB97M-V functional and the def2-TZVPD basis) for a cluster of 3 separate species, C37H70BClN3O9P2 in total at a distorted geometry.

```
123
Properties=species:S:1:pos:R:3:lowdin_charge:R:1
C 2.30820 -4.01435 -0.14364 -0.045
C 1.45877 -3.13285 -1.05696 -0.195
O 0.08382 -3.15564 -0.64620 0.075
B -0.71076 -2.15319 -1.09692 -0.628
O -0.38162 -1.56131 -2.31393 0.157
C -2.05623 -1.70221 -0.31879 -0.282
C -2.37243 -0.21157 -0.61483 -0.134
C -1.65850 0.76124 0.32293 -0.179
C -0.12976 0.84836 0.21284 -0.178
C 0.41341 1.41125 -1.11060 -0.177
C 1.91457 1.06738 -1.26387 -0.198
C 2.32278 0.65046 -2.68563 -0.200
C 3.68174 -0.06603 -2.74396 -0.164
C 3.71873 -1.23330 -3.72979 -0.238
O 4.64799 -2.20018 -3.25998 -0.198
C 4.45399 -3.46683 -3.84795 -0.119
O -1.97879 -1.75621 1.11119 -0.254
P -2.86071 -2.96372 1.88479 0.618
C -1.25516 -4.00722 2.05293 -0.178
C -0.08649 -3.26403 2.62994 -0.333
O 0.72489 -2.59105 2.03169 0.011
O -3.75007 -4.39160 2.64370 -0.187
C -4.01937 -5.40646 1.92797 -0.487
N -4.15547 -6.42808 1.39260 0.123
P -2.48342 -2.22105 4.04674 0.696
N -2.10005 -3.38399 5.06595 -0.351
C -4.48331 -1.97387 1.95874 -0.277
C -4.47836 -0.58413 2.07658 -0.109
C -5.68028 0.10122 2.15556 -0.164
N -6.88763 -0.45318 2.11876 0.047
C -6.89921 -1.78416 2.01947 -0.154
C -5.74898 -2.55015 1.92835 -0.077
O -3.35067 -3.57822 0.36002 -0.236
C -3.13339 -2.76722 -0.72356 -0.673
Cl -4.73599 -2.01704 -1.29261 0.723
C -2.74189 -3.74341 -1.84329 -0.159
C -3.88737 -4.71759 -2.20087 -0.185
C -3.32301 -6.11168 -2.58774 -0.101
C -2.93492 -6.19323 -4.03949 -0.524
O -1.81586 -6.10828 -4.46112 0.112
O -3.97417 -6.39934 -4.90306 0.085
H 2.42536 -5.00441 -0.58338 0.072
H 3.29887 -3.56240 -0.06833 0.074
H 1.88686 -4.06539 0.85541 0.055
H 1.84879 -2.11746 -1.03636 0.110
H 1.49557 -3.53052 -2.07106 0.115
H -1.19990 -1.33354 -2.76934 0.104
H -2.15175 0.08890 -1.64194 0.109
H -3.44576 -0.05159 -0.51085 0.068
H -2.04648 1.76359 0.09391 0.111
H -1.91001 0.58169 1.36373 0.085
H 0.22101 1.49207 1.02500 0.117
H 0.30317 -0.13626 0.42981 0.106
H 0.37535 2.49935 -1.01709 0.089
H -0.12642 1.06295 -1.98613 0.097
H 2.20429 0.26934 -0.57550 0.083
H 2.53975 1.92435 -0.99285 0.110
H 1.53429 0.04655 -3.13316 0.091
H 2.40955 1.56232 -3.28625 0.110
H 4.48150 0.62364 -3.01751 0.110
H 3.92508 -0.48411 -1.76395 0.099
H 2.72194 -1.66949 -3.85122 0.112
H 4.05449 -0.89588 -4.72057 0.123
H 3.43370 -3.83257 -3.70791 0.079
H 4.72671 -3.45012 -4.90971 0.085
H 5.12918 -4.16145 -3.34774 0.086
H -1.01848 -4.48888 1.10440 0.095
H -1.46398 -4.80662 2.76629 0.078
H 0.01591 -3.36469 3.72706 0.091
H -1.48557 -1.20793 3.96119 -0.019
H -3.63350 -1.55989 4.52359 -0.016
H -2.79092 -3.42643 5.80514 -0.064
H -3.54708 -0.03883 2.13317 0.080
H -5.64849 1.18351 2.25600 0.098
H -7.86304 -2.28088 2.00743 0.098
H -5.85562 -3.62249 1.83560 0.099
H -1.92117 -4.36855 -1.49998 0.124
H -2.47068 -3.22118 -2.76426 0.126
H -4.54574 -4.87708 -1.35256 0.102
H -4.42154 -4.33351 -3.07128 0.099
H -4.13478 -6.82742 -2.42499 0.122
H -2.51577 -6.42557 -1.93202 0.127
H -4.78071 -6.08826 -4.47172 0.102
C 4.27491 0.07129 1.83571 -0.100
C 5.54170 0.89444 2.04504 -0.267
C 5.62612 1.53462 3.42953 -0.231
C 4.50549 2.52791 3.74352 -0.229
C 4.38121 3.69060 2.76003 -0.271
C 5.61910 4.58115 2.71014 -0.115
H 3.37739 0.68782 1.90490 0.064
H 4.27881 -0.38975 0.84659 0.057
H 4.19608 -0.72744 2.57523 0.081
H 5.61156 1.66265 1.26903 0.097
H 6.41231 0.24670 1.90965 0.103
H 6.59628 2.03022 3.53411 0.098
H 5.61011 0.74545 4.18776 0.109
H 4.66933 2.92970 4.74912 0.107
H 3.55029 1.99826 3.78552 0.103
H 3.52050 4.29842 3.05208 0.103
H 4.16069 3.31339 1.75768 0.094
H 5.83836 4.99793 3.69584 0.072
H 5.46906 5.41426 2.02130 0.066
H 6.49830 4.03094 2.37133 0.063
C -1.36702 4.93032 -1.73178 -0.108
C -0.07122 5.70673 -1.51950 -0.269
C 0.04416 6.32949 -0.12926 -0.228
C -1.03113 7.36496 0.20422 -0.230
C -1.10979 8.54519 -0.76290 -0.273
C 0.16594 9.38096 -0.80719 -0.115
H -2.24552 5.57333 -1.65574 0.066
H -1.38007 4.47250 -2.72195 0.073
H -1.46310 4.13237 -0.99282 0.059
H 0.02603 6.47722 -2.28996 0.097
H 0.77316 5.02638 -1.66202 0.097
H 1.03397 6.78343 -0.02494 0.100
H 0.00071 5.53245 0.61978 0.110
H -0.84414 7.74593 1.21349 0.108
H -2.00828 6.87628 0.24614 0.102
H -1.94137 9.18620 -0.45774 0.102
H -1.35134 8.19220 -1.76914 0.097
H 0.40794 9.77362 0.18281 0.073
H 0.04967 10.22943 -1.48353 0.066
H 1.01841 8.79756 -1.15805 0.064
```

The net charge is -1. The highest occupied orbital energy comes out at -5.082 eV. For the lowest unoccupied orbital energy, the calculation gives 0.0762 hartree.

Entry 2:
Density functional theory data (the ωB97M-V functional and the def2-TZVPD basis) for a cluster of 2 separate species, C3H7O2S in total at a distorted geometry.

```
13
Properties=species:S:1:pos:R:3:lowdin_charge:R:1
C 0.94604 0.11866 -1.25338 -0.199
C -0.36517 0.09401 -0.49406 -0.634
S -1.75713 0.64733 -1.57898 0.622
H 0.93775 -0.67952 -2.01931 0.053
H 1.08331 1.03926 -1.82568 0.059
H 1.85646 -0.09122 -0.69205 0.068
H -0.17004 0.81542 0.28779 0.027
H -0.66164 -0.81004 0.02380 0.056
H -1.39536 -0.22374 -2.55576 -0.162
O 0.90098 0.34112 2.08554 -0.143
C -0.10449 -0.22762 2.56046 -0.703
O -0.21612 -1.11418 3.42672 -0.130
H -1.05459 0.09051 2.03491 0.085
```

The net charge is -1. The highest occupied orbital energy comes out at -4.114 eV. For the lowest unoccupied orbital energy, the calculation gives 0.1156 hartree.

Entry 3:
Density functional theory data (the ωB97M-V functional and the def2-TZVPD basis) for a cluster of 2 separate species, C24H29N2 in total at a distorted geometry.

```
55
Properties=species:S:1:pos:R:3:lowdin_charge:R:1
C 4.22512 1.59106 -0.74954 -0.195
C 4.07370 3.09029 -1.02193 -0.190
C 2.67324 3.66441 -0.77754 -0.124
C 1.53077 2.66949 -0.86923 -0.227
N 0.29743 3.21572 -0.77101 -0.101
C 0.09939 4.61771 -0.51217 -0.164
C -1.41939 4.82405 -0.49138 -0.144
C -2.06358 3.45479 -0.72355 -0.145
C -0.91566 2.44708 -0.93373 -0.154
C 1.72864 1.31845 -1.03979 -0.074
C 3.06687 0.75411 -1.33316 -0.221
H 5.18117 1.24948 -1.16461 0.110
H 4.26435 1.43796 0.33783 0.115
H 4.78061 3.64175 -0.39156 0.112
H 4.35289 3.30961 -2.05955 0.113
H 2.66610 4.12502 0.22662 0.125
H 2.53684 4.49489 -1.49237 0.119
H 0.56081 4.91620 0.44326 0.123
H 0.56697 5.23865 -1.29385 0.119
H -1.71270 5.25646 0.46691 0.110
H -1.68299 5.52639 -1.28411 0.110
H -2.66969 3.16229 0.13685 0.105
H -2.70389 3.46702 -1.60778 0.108
H -0.99356 1.98020 -1.93544 0.125
H -0.98971 1.61878 -0.20798 0.088
H 0.90769 0.60894 -1.00994 0.017
H 3.21040 0.66389 -2.42564 0.114
H 3.11803 -0.26434 -0.92628 0.101
C -0.31269 -1.43320 -1.89301 -0.023
C -0.41851 -1.26007 -0.44028 0.041
N -0.86267 -2.22988 0.35893 0.081
C -1.29893 -2.01525 1.69712 -0.125
C -1.51648 -0.81584 2.35002 0.017
C -2.09346 -0.87348 3.63554 -0.040
C -2.43086 -2.10578 4.22365 -0.042
C -2.23271 -3.30955 3.53572 0.017
C -1.68715 -3.25478 2.25322 -0.098
C -1.47205 -4.26623 1.25808 -0.096
C -0.98319 -3.62921 0.08888 -0.103
C -0.72946 -4.36070 -1.05673 0.010
C -0.93486 -5.75342 -1.01745 -0.037
C -1.39429 -6.38809 0.14977 -0.038
C -1.67568 -5.64304 1.29913 0.018
H -0.18296 -0.46169 -2.38625 0.087
H 0.56828 -2.02952 -2.17821 0.119
H -1.21180 -1.89690 -2.32822 0.117
H -0.24908 -0.32608 0.08048 0.101
H -1.25473 0.12733 1.87129 0.108
H -2.28053 0.04435 4.18980 0.115
H -2.85743 -2.12360 5.22921 0.119
H -2.48674 -4.28009 3.96487 0.125
H -0.38948 -3.86823 -1.95877 0.091
H -0.73435 -6.35953 -1.90150 0.117
H -1.53448 -7.47190 0.16153 0.120
H -2.03355 -6.09599 2.22385 0.126
```

The net charge is +1. The highest occupied orbital energy comes out at -9.634 eV. For the lowest unoccupied orbital energy, the calculation gives -0.1775 hartree.

Look up the highest occupied orbital energy of the first one.
-5.082 eV